## i
Density functional theory data (ωB97M-V/def2-TZVPD) for a 2-piece molecular cluster, Br2H2N2S overall.

Calculated values
LUMO energy (spin up / spin down) (eV): -1.425 / -1.566
HOMO (spin up / spin down) (eV): -8.98 / -9.53
Spin multiplicity: 1
Total charge: 0

Positions of all 7 atoms, in Å:
N -1.6118 0.2485 -0.8233
N 1.1032 0.4340 0.8183
S 0.4994 1.6406 0.0334
Br -1.5533 -1.0820 0.3394
Br 2.1870 -1.1050 -0.1387
H -1.1575 -0.0227 -1.6968
H 0.5329 -0.1134 1.4676

## ii
Density functional theory data (ωB97M-V/def2-TZVPD) for one molecule with the formula Br2H2N2S.

Calculated values
LUMO energy (eV): -0.951
HOMO (eV): -9.24
SMILES string: BrNSNBr
Spin multiplicity: 1
Total charge: 0

Positions of all 7 atoms, in Å:
Br 3.0039 -0.6469 1.2443
N 1.1549 -0.3767 0.9166
S 0.7370 0.5832 -0.6067
N -0.3430 1.5636 -0.0230
Br -0.0344 3.3106 1.0112
H 0.5912 -1.2006 0.9735
H -1.3089 1.2733 0.2089

Which one is most stable, and which one is least stable? ii is the most stable of them, while i is the least stable.

## i
Density functional theory data (ωB97M-V/def2-TZVPD) for one molecule with the formula C22H23N3O.

Calculated values
LUMO energy (eV): 0.159
HOMO (eV): -6.95
Spin multiplicity: 1
Total charge: 0

Positions of all 49 atoms, in Å:
C -6.3542 3.6243 -0.2628
O -5.8096 2.3594 0.1957
C -4.4928 2.0473 0.0732
C -4.0568 0.8478 0.6822
C -2.7220 0.4513 0.6490
C -1.7962 1.1280 -0.1689
C -0.2770 0.7105 -0.5055
C 0.6239 1.8246 -0.0292
C 1.9819 1.7765 -0.3370
N 3.1264 1.8679 -0.6029
C 0.1825 3.0075 0.5890
N -0.0919 4.0196 1.1042
C -2.2300 2.3470 -0.7329
C -3.5387 2.8173 -0.6276
H -7.4139 3.5791 0.0085
H -5.8893 4.4804 0.2491
H -6.2683 3.7370 -1.3542
H -4.8061 0.2538 1.1983
H -2.4336 -0.3602 1.3195
H -0.2208 0.7650 -1.5937
H -1.5100 2.9991 -1.2416
H -3.8069 3.7795 -1.0707
C 5.2931 -1.4698 2.5010
C 5.0699 -0.5874 1.4387
C 4.1342 -0.9051 0.4557
C 3.3090 -2.0239 0.5841
C 2.2619 -2.3014 -0.4770
C 1.4557 -1.1128 -1.0808
C 0.6318 -1.6699 -2.2313
C -0.5747 -2.3026 -1.5400
C -0.6137 -1.7770 -0.1071
N 0.2900 -0.5588 -0.1290
C 3.5637 -2.9357 1.6234
C 4.5379 -2.6539 2.5872
H 6.0530 -1.2381 3.2508
H 5.6231 0.3514 1.3541
H 4.0506 -0.2739 -0.4285
H 2.8109 -2.7671 -1.3263
H 1.5791 -3.0952 -0.1342
H 2.1178 -0.2914 -1.3426
H 0.3294 -0.8717 -2.9120
H 1.1983 -2.4016 -2.8121
H -1.5135 -2.0824 -2.0600
H -0.4673 -3.3937 -1.5008
H -1.6204 -1.5648 0.2466
H -0.1461 -2.4614 0.6059
H 0.6981 -0.4472 0.8099
H 3.0078 -3.8775 1.6717
H 4.7238 -3.3497 3.4107

## ii
Density functional theory data (ωB97M-V/def2-TZVPD) for one molecule with the formula C22H23N3O.

Calculated values
LUMO energy (eV): 0.379
HOMO (eV): -7.26
SMILES string: CN1CCN(c2ccc(NC(=O)c3ccc4ccccc4c3)cc2)CC1
Spin multiplicity: 1
Total charge: 0

Positions of all 49 atoms, in Å:
C 2.4963 -2.3547 -5.4680
N 1.3283 -1.5936 -5.0816
C 0.2946 -2.3764 -4.4273
C 0.6228 -2.6703 -2.9536
N 0.8682 -1.4497 -2.2125
C -0.1626 -0.7842 -1.5720
C -1.5039 -1.1690 -1.6866
C -2.4944 -0.5366 -0.9636
C -2.1956 0.5104 -0.0992
N -3.2344 1.1370 0.6046
C -3.2282 1.7020 1.8436
O -4.1751 2.3653 2.2235
C -2.0491 1.4240 2.7115
C -1.5471 0.1119 2.8455
C -0.5001 -0.1406 3.6829
C 0.1025 0.8962 4.4278
C 1.1928 0.6654 5.2913
C 1.7442 1.6899 6.0091
C 1.2306 2.9916 5.8975
C 0.1752 3.2485 5.0679
C -0.4150 2.2134 4.3127
C -1.5047 2.4442 3.4503
C -0.8700 0.9236 0.0031
C 0.1208 0.2806 -0.7050
C 1.9513 -0.7038 -2.8250
C 1.6220 -0.4066 -4.3009
H 3.0605 -2.7887 -4.6307
H 3.1645 -1.7016 -6.0283
H 2.1797 -3.1651 -6.1238
H 0.1534 -3.3078 -4.9787
H -0.6318 -1.7954 -4.4816
H -0.1716 -3.2440 -2.4783
H 1.5398 -3.2689 -2.9001
H -1.7950 -1.9651 -2.3530
H -3.5209 -0.8562 -1.0762
H -4.1194 1.2162 0.1178
H -2.0074 -0.6914 2.2896
H -0.1174 -1.1456 3.7899
H 1.5838 -0.3387 5.3760
H 2.5790 1.5054 6.6695
H 1.6778 3.7881 6.4742
H -0.2256 4.2480 4.9784
H -1.9129 3.4409 3.3634
H -0.6118 1.7522 0.6438
H 1.1391 0.6093 -0.5683
H 2.1189 0.2339 -2.3003
H 2.8645 -1.3049 -2.7559
H 2.4502 0.1279 -4.7698
H 0.7331 0.2333 -4.3332

Which one is most stable, and which one is least stable? ii is the most stable of them, while i is the least stable.

## i
Density functional theory data (ωB97M-V/def2-TZVPD) for C19H25N3O5S2 as an isolated structure.

Calculated values
LUMO energy (eV): 0.173
HOMO (eV): -8.36
Spin multiplicity: 1
Total charge: 0

Positions of all 54 atoms, in Å:
C -5.6733 -2.8412 0.4960
H -4.8672 -3.4883 0.9392
O -5.4811 -1.4815 0.9756
C -6.4406 -0.6536 0.3813
C -6.2226 0.5513 0.9330
N -4.9153 1.0189 1.0139
C -4.4967 1.6867 0.0679
O -5.1547 2.4195 -0.9970
C -2.9429 1.8027 -0.3177
C -2.4706 0.3990 -0.8944
N -1.1338 0.5105 -0.9734
S -0.4054 0.0180 0.3428
O -1.2508 -0.8071 1.2346
O 0.5566 1.0785 0.9543
C 0.7215 -1.4007 -0.2542
C 2.0371 -1.4762 -0.1174
C 3.1360 -0.6375 0.1428
C 4.3839 -0.7377 -0.0061
C 5.5468 0.3606 0.1797
C 5.3114 1.5577 0.9133
C 6.5382 2.1289 0.8882
C 7.5102 1.4533 0.7253
S 7.1061 -0.0374 0.0072
H 8.6120 1.6382 0.7705
H 6.7039 3.2869 1.1556
H 4.4859 1.9844 1.0501
H 4.7599 -1.8097 -0.5111
H 2.7443 0.5997 0.4777
O 2.3539 -2.6821 -0.6409
N 1.3391 -3.4101 -0.8964
C 0.2942 -2.5321 -0.6546
C -1.1519 -3.1253 -0.8261
H -1.1190 -4.1327 -0.8463
H -1.6665 -2.9682 0.1956
H -1.6454 -2.6585 -1.5243
C -0.4113 1.5855 -1.7073
C -0.7888 2.7723 -1.3713
C -2.3319 2.9385 -0.8041
H -2.5927 3.9211 -0.5935
H -2.9208 3.0208 -1.9585
H -0.3314 3.4546 -1.7028
H -0.4917 2.9505 0.0212
H 0.5280 1.1804 -1.6662
H -0.8280 1.1424 -2.7586
H -2.9720 -0.3386 -0.3681
H -2.7785 0.3282 -1.9048
H -2.3541 1.6877 0.8170
H -4.0767 0.3755 1.5047
H -6.8222 1.5908 0.4954
H -6.6343 0.7284 2.1941
H -7.5221 -0.8716 0.4792
H -6.2541 -0.4941 -0.7194
H -6.5476 -3.1956 0.4022
H -5.3874 -2.8873 -0.5533

## ii
Density functional theory data (ωB97M-V/def2-TZVPD) for one molecule with the formula C19H25N3O5S2.

Calculated values
LUMO energy (eV): -1.142
HOMO (eV): -8.10
SMILES string: CCN(CC)S(=O)(=O)c1ccc(NC(=O)c2ccc(N(C)S(C)(=O)=O)cc2)cc1
Spin multiplicity: 1
Total charge: 0

Positions of all 54 atoms, in Å:
C -3.4922 5.9612 2.4691
C -2.7878 4.6828 2.5733
N -1.6070 4.9798 3.0021
C -1.1619 4.1559 4.4198
C -1.9103 5.0842 5.5971
S -0.1746 5.1726 1.9715
O 1.1291 5.5027 2.6715
O -0.8386 6.0592 1.0940
C -0.0816 3.5214 1.2368
C 0.6493 2.6288 1.8832
C 0.8367 1.1960 1.4537
C 0.2023 0.9729 0.0552
N 0.4535 0.0269 -0.7608
C 0.9861 -1.2781 -0.2318
O 1.1959 -1.4381 1.0986
C 1.0285 -2.3918 -1.1601
C 1.0396 -2.1860 -2.5892
C 1.3345 -3.3075 -3.4079
C 1.0340 -4.5547 -2.9210
N 0.9784 -5.6088 -3.7655
C 1.2409 -5.3635 -5.1292
S 1.3867 -7.1842 -3.4611
C 2.7847 -7.1224 -2.6889
O 0.3593 -7.4436 -2.4247
O 1.2864 -8.0118 -4.4796
C 0.9423 -4.7808 -1.6291
C 0.5000 -3.7974 -0.6449
C -0.4873 2.2552 -0.7890
C -0.4843 3.3788 0.0728
H -4.5599 5.8259 2.0427
H -3.0737 6.6927 1.9632
H -3.6419 6.4719 3.3775
H -3.3327 3.8917 3.2517
H -2.7420 4.2904 1.7216
H 0.0309 4.3260 4.5522
H -1.3466 3.1942 4.4469
H -1.6587 6.1204 5.5465
H -1.5187 4.6776 6.4568
H -3.0483 4.7142 5.5683
H 1.1180 2.7923 2.7383
H 1.3708 0.4777 1.7279
H 0.2866 -0.2127 -1.5546
H 1.4443 -1.0039 -2.9413
H 1.4541 -3.1103 -4.4222
H 1.0213 -6.2818 -5.8235
H 0.6657 -4.6632 -5.6810
H 2.1933 -4.8575 -5.4952
H 2.9361 -6.2820 -1.8546
H 3.0612 -8.0085 -2.2935
H 3.6316 -6.9129 -3.5040
H 0.5768 -5.6321 -1.4656
H 0.5569 -3.7993 0.3393
H -0.6361 1.9801 -1.6701
H -1.1316 4.1991 -0.5430

Which one is most stable, and which one is least stable? ii is the most stable of them, while i is the least stable.

## i
Density functional theory data (ωB97M-V/def2-TZVPD) for one molecule with the formula C2H10N4.

Calculated values
LUMO energy (eV): 1.125
HOMO (eV): -8.78
SMILES string: CCN(N)NN
Spin multiplicity: 1
Total charge: 0

Positions of all 16 atoms, in Å:
C 1.7154 0.9485 0.0610
C 1.3104 -0.5035 0.0044
N -0.1971 -0.4943 0.2455
N -0.7818 -1.8061 -0.0954
N -0.7199 0.6846 -0.3467
N -1.9653 1.1181 0.3321
H 1.4870 1.5049 -0.8884
H 1.1686 1.3507 0.9651
H 2.6967 0.9093 0.3820
H 1.3750 -0.8856 -0.9963
H 1.8416 -1.1140 0.7042
H -0.9366 -1.6769 -1.0814
H -1.6376 -1.9233 0.4326
H -0.8281 0.4025 -1.3253
H -2.7240 0.5046 0.2219
H -1.8043 0.9806 1.3847

## ii
Density functional theory data (ωB97M-V/def2-TZVPD) for C2H10N4 as an isolated structure.

Calculated values
LUMO energy (eV): 0.852
HOMO (eV): -6.73
Spin multiplicity: 1
Total charge: 0

Positions of all 16 atoms, in Å:
C 0.2672 -0.5003 -0.0288
C 0.5561 0.8893 0.0101
N -1.4783 0.5694 -0.3320
N -2.2909 0.2295 0.7937
N 2.3158 0.5983 0.5407
N 0.5942 -1.2923 -1.0889
H -1.7468 -0.0021 -1.1321
H 0.1118 -1.0182 0.9111
H -2.7135 1.0552 1.2086
H -3.0526 -0.4189 0.6184
H 0.4122 -2.2801 -1.0290
H 2.8122 -0.1067 -0.0020
H 2.3394 0.2838 1.5098
H 0.8722 -0.8560 -1.9547
H 0.7465 1.4141 -0.9148
H 0.2547 1.4350 0.8902

Which one is most stable, and which one is least stable? i is the most stable of them, while ii is the least stable.